{
  "formula": "C18H60FeO21",
  "method": "the ωB97M-V functional and the def2-TZVPD basis",
  "spin_multiplicity": 5,
  "total_energy_ha": -3565.5687,
  "gap_ha": [0.257, 0.250],
  "de_lowest_kj_mol": 75.9,
  "e_homo_ha": [-0.303, -0.302],
  "lumo_ev": [-1.257, -1.431],
  "elements": ["Fe", "C", "C", "C", "O", "C", "C", "C", "O", "O", "O", "H", "H", "C", "C", "O", "H", "H", "H", "H", "H", "H", "C", "C", "O", "H", "H", "H", "H", "H", "H", "C", "C", "O", "H", "H", "H", "H", "H", "H", "C", "C", "O", "H", "H", "H", "H", "H", "H", "C", "C", "O", "H", "H", "H", "H", "H", "H", "C", "C", "O", "H", "H", "H", "H", "H", "H", "O", "H", "H", "O", "H", "H", "O", "H", "H", "O", "H", "H", "O", "H", "H", "O", "H", "H", "O", "H", "H", "O", "H", "H", "O", "H", "H", "O", "H", "H", "O", "H", "H"],
  "coordinates": [[1.0928, 4.1464, 2.1306], [-0.7181, 0.3854, 1.7239], [-0.4373, -0.6390, 0.8243], [0.6429, -0.5035, -0.2093], [1.0201, -1.4743, -0.8925], [1.3566, 0.7030, -0.3573], [0.9923, 1.8210, 0.4126], [0.0698, 1.5500, 1.6298], [-0.0335, 2.4941, 2.4661], [1.5374, 2.9592, 0.4344], [-1.1370, -1.6770, 0.9420], [-1.4382, 0.2898, 2.5164], [2.1079, 0.6917, -1.1321], [1.6943, 1.1983, -3.9836], [1.0895, 2.5873, -3.7702], [1.9297, 3.5670, -4.3474], [1.6125, 0.8010, -4.9974], [1.1053, 0.4651, -3.4268], [2.7447, 1.1693, -3.7006], [0.9617, 2.7043, -2.6871], [0.0872, 2.6420, -4.2071], [1.5671, 4.4487, -4.2375], [-1.4449, -5.7353, 0.3905], [-0.2661, -4.8111, 0.1716], [-0.4855, -4.0453, -1.0274], [-1.3016, -6.3086, 1.3120], [-1.5171, -6.5013, -0.3854], [-2.4214, -5.2565, 0.4404], [0.6693, -5.3404, -0.0249], [-0.1145, -4.0768, 0.9647], [-0.3432, -3.1075, -0.8564], [-4.0653, -2.2497, -2.5926], [-4.0738, -1.0201, -1.6995], [-5.1848, -1.2403, -0.8056], [-4.0778, -3.1528, -1.9785], [-3.0663, -2.3339, -3.0374], [-4.8478, -2.3014, -3.3436], [-4.2255, -0.1035, -2.2708], [-3.1273, -1.0385, -1.1488], [-5.3835, -0.4924, -0.2246], [3.5842, -3.7149, 1.4258], [4.0120, -2.3112, 1.7597], [2.9050, -1.4084, 1.6438], [4.4175, -4.4126, 1.3131], [3.1048, -3.7625, 0.4431], [2.8738, -4.0634, 2.1737], [4.8620, -1.9493, 1.1733], [4.3087, -2.2182, 2.8060], [2.6320, -1.4078, 0.7173], [-3.2580, 2.7959, -0.1752], [-3.5605, 2.9967, 1.2908], [-3.2917, 4.3870, 1.6603], [-3.2122, 1.7360, -0.4180], [-2.3306, 3.2598, -0.5217], [-4.0045, 3.3633, -0.7392], [-2.8981, 2.3600, 1.8854], [-4.5616, 2.7098, 1.6061], [-4.0960, 4.6726, 2.1006], [3.2274, -3.1837, -4.1439], [3.7256, -2.6274, -2.8119], [3.6505, -1.2169, -2.6450], [3.7984, -2.8506, -5.0130], [2.2045, -2.8333, -4.2990], [3.2861, -4.2720, -4.1679], [4.7593, -2.9616, -2.6644], [3.2184, -3.0521, -1.9380], [2.7989, -1.0842, -2.2078], [-3.7851, -2.5184, 1.2063], [-2.8358, -2.3220, 1.1762], [-4.1067, -2.2919, 0.3116], [-0.7235, 5.1591, 1.5539], [-0.8414, 6.1095, 1.6650], [-1.6305, 4.7680, 1.6801], [-3.1201, 0.6436, 4.1831], [-3.4516, -0.1934, 4.5329], [-2.1847, 0.6611, 4.4327], [-0.9663, -2.9038, 3.7851], [-0.6500, -2.4176, 3.0116], [-1.8334, -3.2303, 3.5191], [-4.9602, 0.2210, 2.1302], [-4.7622, -0.7264, 2.0482], [-4.2132, 0.5946, 2.6410], [4.1127, 2.4797, -0.3821], [3.2966, 2.8316, 0.0365], [4.0158, 1.5214, -0.3490], [2.9398, 3.2092, 2.8307], [3.7323, 3.5760, 2.4090], [3.2688, 2.5575, 3.4644], [-0.5580, -2.3126, -3.5994], [-0.3922, -3.2519, -3.4487], [-0.3427, -1.8988, -2.7538], [-0.5384, 2.1976, 5.5584], [-0.4083, 2.5552, 6.4438], [0.0931, 2.6677, 5.0011], [2.8460, 4.8401, -1.3611], [3.1569, 5.5170, -1.9725], [3.2574, 4.0130, -1.6717], [2.1331, 5.7653, 1.2134], [2.3644, 6.6897, 1.0785], [2.3613, 5.3235, 0.3565]],
  "forces_ev_per_a": [[-0.615, -0.970, -1.049], [2.213, 2.698, -0.323], [-2.663, -1.650, 1.246], [1.449, -0.483, -0.959], [-0.843, -0.241, 0.309], [-0.958, 1.994, 0.659], [0.614, -2.688, 0.926], [-1.684, -1.375, -0.912], [0.367, 1.256, 1.008], [0.125, 1.478, -0.161], [1.487, 0.031, -1.205], [-0.086, -0.240, -0.027], [0.031, 0.409, -0.070], [-0.526, -0.044, -0.348], [-0.274, -0.872, 0.056], [0.567, 0.128, -0.056], [0.129, 0.520, -0.222], [0.218, 0.095, 0.387], [-0.034, -0.056, 0.205], [0.173, 0.376, 0.023], [-0.008, -0.067, -0.069], [-0.247, -0.084, 0.095], [0.200, -0.813, 0.371], [-0.217, 1.028, -1.087], [-0.294, -0.257, -0.455], [-0.020, 0.141, 0.114], [0.154, 0.201, -0.224], [0.195, 0.423, 0.049], [-0.054, -0.358, 0.497], [-0.068, -0.384, 0.365], [0.145, -0.030, 0.384], [1.233, -0.227, 0.075], [-0.918, -0.968, 0.020], [-0.098, 0.219, -0.071], [-0.433, 0.081, 0.173], [-0.268, 0.249, -0.473], [-0.061, 0.161, 0.038], [0.241, 0.094, 0.077], [-0.016, 0.489, 0.076], [0.401, 0.079, -0.134], [0.079, -0.382, -0.496], [-0.211, 0.548, 0.349], [0.254, 0.103, -0.172], [0.107, 0.062, 0.453], [-0.208, 0.257, 0.078], [0.028, -0.167, -0.062], [-0.058, -0.146, -0.231], [0.065, -0.205, 0.006], [-0.010, -0.094, 0.070], [-0.494, 0.727, -0.259], [1.283, -0.323, 0.370], [-0.518, -0.560, -0.103], [-0.296, 0.027, -0.145], [0.311, -0.152, 0.582], [-0.221, -0.569, -0.258], [0.089, 0.168, 0.060], [-0.175, 0.167, -0.406], [0.251, 0.392, 0.158], [-0.353, 0.592, 0.081], [0.685, -0.725, 0.518], [-0.105, -0.057, -0.241], [0.222, 0.282, 0.252], [-0.105, -0.318, -0.069], [-0.224, -0.038, 0.248], [0.147, 0.420, -0.132], [-0.379, -0.382, -0.406], [-0.074, 0.161, -0.104], [-0.001, 0.056, -0.082], [-0.016, 0.051, 0.010], [-0.216, -0.125, 0.547], [0.190, 0.001, 0.435], [0.044, -0.069, -0.135], [0.073, 0.053, 0.009], [0.231, -0.127, 0.213], [0.035, 0.076, -0.041], [-0.127, 0.191, 0.103], [-0.024, 0.096, 0.043], [-0.128, -0.080, -0.042], [0.065, 0.010, -0.078], [0.196, 0.179, -0.015], [0.205, 0.015, -0.064], [-0.398, -0.431, -0.228], [-0.049, 0.436, 0.267], [0.149, -0.565, -0.343], [0.004, 0.029, -0.018], [0.453, 0.521, 0.209], [-0.129, -0.138, -0.050], [-0.363, -0.054, -0.067], [0.042, 0.083, -0.051], [-0.064, 0.065, 0.193], [0.113, -0.132, -0.051], [0.135, 0.152, 0.077], [-0.062, -0.098, -0.044], [-0.203, -0.213, -0.122], [0.094, 0.242, -0.086], [-0.001, -0.101, 0.012], [-0.112, 0.047, 0.264], [0.296, -0.451, -0.448], [-0.104, 0.000, 0.329], [0.026, 0.152, -0.194]]
}